Below is the molecule C21H28N4O3, with properties calculated with the ωB97M-V functional and the def2-TZVPD basis.

Each line ends with the Mulliken charge.
Cartesian coordinates (Å):
C 2.344 2.777 2.333  -1.109
C 0.982 3.416 2.093  -0.539
H 1.092 4.273 1.428  0.310
H 0.576 3.779 3.040  0.475
C -0.034 2.421 1.507  -0.956
N 0.318 1.911 0.195  1.224
C 1.144 0.812 0.105  0.098
N 2.213 0.899 -0.657  -0.302
C 3.072 -0.138 -0.707  -0.084
C 4.233 -0.061 -1.499  -0.506
C 5.140 -1.085 -1.467  -0.519
C 4.925 -2.218 -0.666  -0.502
C 3.792 -2.333 0.093  -0.784
C 2.841 -1.300 0.073  0.288
N 1.659 -1.440 0.711  -0.497
C 0.820 -0.448 0.717  -0.286
C -0.581 -0.792 1.177  1.573
C -0.581 -1.974 2.009  -0.283
N -0.616 -2.896 2.682  -0.576
C -1.441 -1.115 -0.060  -0.213
O -1.009 -1.379 -1.144  -0.542
O -2.724 -1.036 0.269  -0.134
C -3.697 -1.325 -0.753  0.759
C -3.812 -2.833 -0.940  -1.603
H -4.531 -3.055 -1.722  0.459
H -2.846 -3.243 -1.227  0.408
H -4.132 -3.300 -0.012  0.349
C -5.027 -0.703 -0.302  -0.848
O -5.137 0.675 -0.544  -0.408
C -4.414 1.496 0.341  -0.343
H -3.333 1.406 0.196  -0.026
H -4.720 2.518 0.123  0.274
H -4.652 1.257 1.384  0.328
H -5.836 -1.160 -0.878  0.366
H -5.171 -0.925 0.765  0.337
H -3.364 -0.852 -1.686  0.290
H -1.090 0.007 1.722  0.245
H 3.597 -3.198 0.709  0.485
H 5.664 -3.006 -0.659  0.394
H 6.040 -1.026 -2.062  0.390
H 4.391 0.823 -2.097  0.448
C 0.506 2.932 -0.829  -0.951
C 0.063 2.428 -2.203  -0.523
C -1.421 2.089 -2.239  -0.869
H -2.025 2.953 -1.970  0.303
H -1.711 1.761 -3.234  0.454
H -1.636 1.284 -1.542  -0.061
H 0.648 1.547 -2.465  0.278
H 0.281 3.208 -2.935  0.396
H 1.556 3.242 -0.880  0.284
H -0.109 3.790 -0.549  0.590
H -0.106 1.592 2.212  0.516
H -1.015 2.904 1.432  0.224
H 2.253 1.908 2.982  0.260
H 2.796 2.461 1.397  0.203
H 3.014 3.489 2.809  0.455

For the total energy, the calculation gives -34334.1595 eV. The frontier orbital gap comes out at 0.304 Ha. Its SMILES is CCCN(CCC)c1nc2ccccc2nc1[C@H](C#N)C(=O)O[C@@H](C)COC. The lowest unoccupied orbital energy is -0.1 eV. Its total charge is 0.